# 1
The following is a DFT calculation (wB97M-V/def2-TZVPD) of an isolated molecule of C8H13Cl3OSi at a distorted geometry.

**Relative energy (zero: lowest compared OMol25 entry of this formula, charge and spin)**: 14.3 kcal per mole
**SMILES string**: C[Si](C)(C)CC#C[C@@H](O)C(Cl)(Cl)Cl
**Net charge**: 0
**LUMO**: 0.021 hartree
**HOMO level**: -9.401 eV

XYZ file:
```
26
Properties=species:S:1:pos:R:3:forces:R:3:mulliken_charge:R:1
Cl 4.4027 -1.3434 1.4192 1.497 -0.512 0.154 -0.121
Cl 2.9741 -0.0238 -0.5865 -0.298 0.585 -0.576 -0.144
Cl 1.8460 -2.2942 0.7409 -0.261 -0.661 0.208 -0.165
Si -1.2885 0.3825 -0.9764 0.137 -0.225 -0.930 0.328
O 2.4761 -0.6359 3.3086 0.289 0.463 0.609 -0.527
C -0.1432 1.7187 -1.6804 0.994 0.178 2.262 -0.784
C 2.2863 0.0301 2.0868 3.338 -0.495 0.655 -0.734
C -1.4630 0.5969 0.9050 -1.925 1.742 -0.466 -1.108
C -3.0143 0.3949 -1.7061 0.543 -0.549 0.035 -1.155
C 0.9837 0.3499 1.8242 -5.843 1.624 -1.762 0.411
C -0.1546 0.5125 1.4019 3.566 -0.104 2.086 0.346
C -0.7876 -1.4040 -1.2597 1.008 0.632 1.287 -0.384
C 2.8138 -0.8492 0.9316 0.738 -0.233 0.376 0.334
H -2.0878 1.4995 1.2159 1.301 -0.477 -0.558 0.400
H -0.6125 -1.5646 -2.3096 -0.343 -0.336 -0.491 0.303
H -3.2351 0.9853 -2.5878 0.001 -0.124 -0.120 0.331
H -0.2416 1.9030 -2.7335 -0.396 0.372 -0.373 0.389
H -3.6390 0.6770 -0.9065 -1.094 0.964 0.933 0.372
H -2.0674 -0.1476 1.3660 -0.461 -1.280 0.047 0.446
H 0.9492 1.5056 -1.4994 -1.157 -0.053 -0.116 0.068
H 0.1539 -1.6974 -0.7249 -1.287 0.224 -0.515 -0.238
H 2.1576 -1.5336 3.2608 -0.429 -0.503 -0.119 0.382
H -1.6831 -1.8961 -0.8478 0.533 -0.499 -0.384 0.280
H 2.9964 0.8819 2.1471 -0.570 -0.199 -0.228 0.401
H -3.2898 -0.6601 -1.7888 0.045 0.067 -0.724 0.298
H -0.3324 2.6122 -1.0009 0.072 -0.601 -1.288 0.267
```
Forces are in eV/Å.


# 2
The following is a DFT calculation (wB97M-V/def2-TZVPD) of a structure of composition C53H34F3I4LaN5O at a distorted geometry.

**Relative energy (zero: lowest compared OMol25 entry of this formula, charge and spin)**: 0.0 kcal per mole
**Net charge**: -1
**LUMO (spin up / spin down)**: 0.056 / 0.056 hartree
**HOMO level (spin up / spin down)**: -3.681 / -3.681 eV

XYZ file:
```
101
Properties=species:S:1:pos:R:3:forces:R:3:mulliken_charge:R:1
La -0.6032 0.1096 0.1212 -3.640 -0.549 -1.631 0.944
I 2.3675 -5.3735 7.4188 -0.049 0.090 -0.111 0.015
I -2.1632 7.2734 -6.7165 0.043 -0.112 0.111 0.033
I 5.9095 -4.3784 -6.1084 -0.098 0.069 0.099 0.041
I -1.7512 7.5813 6.9157 0.033 -0.100 -0.102 0.042
F -0.9908 -5.3940 -4.3545 -0.001 -0.059 -0.023 -0.240
F -2.9522 -4.8576 -5.0888 0.008 -0.038 -0.017 -0.269
F -2.7631 -6.0491 -3.2921 0.021 -0.037 -0.043 -0.285
O -2.1219 -1.3240 2.1336 0.031 0.030 -0.218 -0.183
N 0.6284 0.8042 -1.8567 0.660 0.145 -0.612 -0.133
N -0.7822 2.5491 0.1153 0.206 0.916 0.113 0.128
N 1.2675 -1.1706 0.1971 1.783 -0.890 0.259 -0.126
N -0.0532 0.7249 2.2392 0.703 0.500 1.650 0.175
N -2.0607 -1.4190 -1.6795 -0.147 -0.112 -0.441 -0.465
C 4.3077 -1.4399 -3.3478 -0.049 0.141 -0.037 0.126
C 0.4116 -4.3051 5.3603 -0.056 0.068 -0.047 -1.130
C -0.9240 3.8869 -3.3946 -0.063 0.127 -0.103 -0.274
C -1.1284 -3.4893 1.3811 -0.190 0.202 0.200 -1.312
C -1.2487 4.6632 -0.6287 -0.033 0.034 -0.123 -1.265
C -0.0771 5.7115 5.2089 -0.007 -0.059 -0.047 -0.677
C -2.2608 4.2249 -3.6280 0.032 -0.046 0.031 -0.192
C 1.4815 0.3906 -3.9627 0.094 0.058 0.120 -1.369
C -0.0101 -3.5252 4.2841 0.038 -0.040 0.048 -0.491
C 0.1842 1.5053 4.3375 0.091 -0.003 0.157 -1.462
C -2.4463 5.5415 4.7838 0.035 -0.074 -0.062 -0.720
C -0.1747 1.8426 3.0257 0.028 -0.010 0.065 0.118
C 0.5517 0.1530 4.3246 -0.198 0.131 0.173 -0.998
C 0.3594 -0.3002 3.0157 -0.018 0.061 0.109 -0.106
C -2.2226 -5.0253 -3.9683 -0.054 -0.017 0.013 0.818
C 4.6741 -3.3185 -4.7773 0.120 -0.122 -0.125 -0.026
C -2.6246 5.1820 -4.5655 0.032 -0.056 0.062 -0.720
C 2.1378 -1.6312 -0.7568 0.142 -0.054 0.260 -0.031
C 0.1583 4.7313 4.2535 0.010 0.008 -0.006 -0.149
C 1.4600 -0.0569 -2.5855 0.101 0.136 -0.123 -0.173
C 3.4167 -3.8135 -4.4708 -0.029 0.062 0.065 -0.727
C -0.8918 4.1512 3.5451 0.029 0.099 0.088 -0.557
C 2.1421 -2.5291 4.1483 -0.057 0.024 -0.088 -0.048
C 3.0294 -1.8961 -3.0370 0.215 -0.022 -0.064 -0.697
C 5.1353 -2.1394 -4.2178 -0.064 0.039 0.054 -0.685
C -2.8762 -1.7722 3.2375 0.070 0.062 0.064 -0.926
C 2.9011 -2.6680 -0.1983 0.042 -0.107 -0.044 -1.462
C -2.9012 -3.6377 -1.9839 -0.108 -0.071 0.055 -0.499
C -0.9110 3.2897 -1.0026 0.280 0.232 0.104 0.576
C 0.7294 1.5107 -4.0359 -0.226 0.000 -0.096 -1.150
C -1.4406 -2.6924 -3.6097 0.066 0.049 -0.160 -0.757
C -0.6514 3.0973 2.5222 -0.003 -0.234 0.139 1.030
C 2.5881 -3.2949 5.2132 -0.054 0.037 -0.074 -0.799
C 1.7098 -4.1878 5.8091 0.117 -0.109 0.171 -0.146
C 2.4563 -2.8376 1.1192 0.168 0.077 0.010 -0.946
C 0.2121 1.7851 -2.6935 0.018 -0.047 0.072 0.513
C -0.9274 3.4051 1.2137 0.060 0.171 -0.157 0.071
C -2.1901 4.5658 3.8284 -0.058 0.023 -0.052 -0.117
C 2.1597 -1.1312 -2.0941 -0.029 -0.131 0.010 0.799
C -0.5636 2.9110 -2.3344 -0.136 -0.184 0.088 0.892
C -0.2966 5.5127 -5.0941 0.025 -0.111 0.044 -0.712
C -2.8067 -2.4436 -1.2847 -0.149 -0.052 0.241 -0.725
C -1.6325 5.8179 -5.2934 -0.064 0.149 -0.158 -0.041
C 0.0448 4.5506 -4.1507 0.005 0.103 0.006 -0.266
C 0.4063 -1.7265 2.4643 0.108 -0.232 0.275 4.396
C -0.9280 -2.0159 1.6892 0.225 -0.136 -0.153 -0.920
C -1.4138 -1.5428 -2.8450 0.025 0.241 -0.148 -0.287
C -1.2294 4.7328 0.7193 -0.172 -0.155 -0.050 -1.377
C 0.8377 -2.6322 3.6438 0.149 0.100 -0.006 -0.490
C -1.3814 6.1054 5.4650 -0.007 0.130 0.133 0.007
C 1.4440 -1.8906 1.3296 0.029 -0.141 -0.137 0.117
C -2.1847 -3.7656 -3.1560 -0.037 0.096 0.080 0.576
C 2.6088 -3.1008 -3.5931 -0.103 -0.050 0.021 -0.095
H 6.1236 -1.7663 -4.4519 -0.026 -0.009 0.005 0.385
H -3.6673 5.4245 -4.7260 0.031 -0.009 0.011 0.373
H -3.0100 4.1131 3.2823 0.011 0.024 0.050 0.495
H -1.7008 -3.6577 0.4692 -0.031 -0.040 -0.093 -0.050
H -0.1523 -3.9525 1.2271 0.014 -0.040 0.002 0.437
H 2.8250 -3.5658 1.8258 -0.041 0.040 -0.024 0.599
H -0.2781 -4.9883 5.8395 0.022 0.008 -0.037 0.408
H -1.4074 5.4809 -1.3157 0.034 -0.049 0.013 0.414
H -0.8970 -2.7419 -4.5445 0.039 0.034 0.060 0.472
H 0.1712 2.1632 5.1952 0.005 -0.061 -0.047 0.489
H 4.6517 -0.5119 -2.9052 0.005 -0.035 -0.010 0.524
H -1.3789 5.6130 1.3270 0.021 -0.046 -0.014 0.435
H 0.8711 -0.4325 5.1730 -0.027 0.035 -0.037 0.547
H 0.5276 2.0988 -4.9185 0.021 -0.031 0.057 0.563
H -3.0276 3.7260 -3.0461 -0.003 0.019 -0.029 0.449
H -3.5017 -4.4507 -1.6016 0.005 0.027 0.017 0.513
H -3.6333 -1.0120 3.4421 -0.013 -0.041 -0.018 0.265
H 1.1723 4.4101 4.0483 -0.018 0.017 0.000 0.499
H -1.6454 -4.0762 2.1583 0.070 -0.031 -0.038 0.425
H 3.6879 -3.2188 -0.6961 -0.095 -0.018 0.029 0.491
H -1.0269 -3.6365 3.9537 -0.094 0.042 -0.036 0.338
H 3.0694 -4.7434 -4.9014 0.003 0.021 0.011 0.419
H 0.4730 6.0271 -5.6551 -0.010 -0.028 0.016 0.365
H 2.8194 -1.8145 3.6972 0.010 -0.028 -0.015 0.565
H 0.7486 6.1600 5.7451 -0.016 -0.007 -0.008 0.363
H -2.2569 -1.8837 4.1293 0.049 0.017 0.084 0.289
H 1.0908 4.3319 -3.9709 -0.017 0.002 -0.007 0.565
H 3.6039 -3.1932 5.5721 -0.023 0.005 0.006 0.396
H -0.8673 -0.6734 -3.1898 0.061 -0.055 0.053 0.412
H -3.3362 -2.3088 -0.3491 0.037 -0.044 0.033 0.546
H -3.3820 -2.7228 3.0276 0.028 -0.042 0.023 0.279
H 1.6330 -3.4930 -3.3276 0.014 0.028 -0.013 0.676
H -3.4621 5.8490 4.9937 0.022 -0.001 -0.008 0.361
H 2.0268 -0.0886 -4.7639 -0.032 0.044 0.031 0.498
```
Forces are in eV/Å.